# 1
DFT (ωB97M-V with the def2-TZVPD basis set) results for C15H13Cl5N3O2S2Ti as an isolated structure.

XYZ file:
```
41
C15H13Cl5N3O2S2Ti, DFT ωB97M-V with the def2-TZVPD basis set
Ti 0.04901 -0.85468 0.72876
Cl -3.59718 -0.76949 -3.12947
Cl -1.51085 -1.91120 -1.00396
Cl -2.43336 4.22072 -1.38633
Cl -0.44104 3.01963 0.70118
Cl -4.02948 2.34034 -3.28733
S 2.05606 -2.55156 1.80861
S -1.44928 -1.11542 2.68770
O 1.53286 -2.44794 0.41862
O 3.45177 -2.37280 1.98346
N 2.79489 3.56989 1.01102
N 1.09164 -1.37656 2.49169
N 1.79749 0.55182 0.31582
C -1.30666 1.96404 -0.41118
C 0.13938 -3.41699 3.22544
C 0.88610 -6.06497 3.45673
C -2.20205 2.52936 -1.31293
C 2.56999 1.09545 1.45189
C -0.69323 -4.27886 3.91375
C 3.51170 2.23820 1.09333
C -0.29586 -5.60791 4.03051
C -1.83178 -0.16904 -1.18065
C 1.31894 -3.89689 2.64961
C 1.72105 -5.20983 2.73893
C -2.92364 1.68359 -2.17260
C -1.09231 0.60226 -0.31413
C -0.02891 -1.98192 2.93644
C -2.74276 0.29706 -2.11321
H 4.28119 2.35341 1.85400
H 3.39912 4.29284 0.61246
H 1.93469 3.52121 0.44784
H 3.99880 2.07960 0.13237
H 2.42682 0.07172 -0.32681
H 1.33807 1.29341 -0.20713
H 2.63403 -5.56357 2.28009
H 1.16344 -7.10447 3.56524
H 1.87499 1.39518 2.23839
H -1.61265 -3.92641 4.36204
H 3.17551 0.29017 1.86493
H -0.91841 -6.30014 4.58054
H 2.51245 3.88810 1.94148
```

Summary:
Spin multiplicity: 2
Highest occupied orbital energy (spin up / spin down) in eV: -14.400 / -14.459
Max |F| in eV/A: 0.1
Net charge: +2

***

# 2
DFT (ωB97M-V with the def2-TZVPD basis set) results for C15H13ClN4O6V as an isolated structure at a distorted geometry.

XYZ file:
```
40
C15H13ClN4O6V, DFT ωB97M-V with the def2-TZVPD basis set
V -0.02455 -0.67543 0.50742
Cl 0.77141 2.06895 5.49712
O -2.45449 -1.88519 -0.46037
O -0.05916 1.02353 -0.47623
O -0.01686 4.60478 4.16928
O -0.71857 3.14764 -0.12547
O -0.62913 4.82000 2.05658
O 2.69289 -1.85567 0.63679
N 0.24172 0.56005 2.04699
N 1.49954 -1.78585 0.19811
N 0.57956 0.54148 3.34866
N -1.10584 -2.21212 -0.13344
C -0.06799 1.82029 1.74470
C 2.28187 -0.67796 4.61544
C 2.10194 -3.06992 4.84080
C 0.46946 1.77395 3.86251
C 0.05538 2.64636 2.87349
C -0.31017 -2.15856 -1.22028
C -0.32619 2.06445 0.25736
C 0.39092 -1.84814 3.68172
C 1.11995 -2.29573 -0.98087
C -0.19574 4.11285 3.08704
C 1.08603 -0.68184 3.92505
C 2.11576 -2.87872 -1.91646
C 0.90584 -3.05043 4.13560
C 2.78238 -1.88340 5.08462
C -0.85430 -1.97339 -2.60435
H 3.72264 -1.89313 5.62296
H -0.71157 4.29012 1.21917
H 3.04097 -2.30430 -1.87566
H 1.74224 -2.90684 -2.93969
H -1.27185 -2.90725 -2.98862
H -1.65252 -1.23945 -2.59866
H 2.35751 -3.89973 -1.61390
H 2.50994 -4.01077 5.19018
H 0.36922 -3.96934 3.93785
H -0.54585 -1.82321 3.14792
H 2.83009 0.24508 4.76704
H -0.06829 -1.63523 -3.27341
H -2.92918 -2.30962 0.26541
```

Summary:
Spin multiplicity: 4
Highest occupied orbital energy (spin up / spin down) in eV: -7.757 / -8.353
Max |F| in eV/A: 1.8
Net charge: 0

***

# 3
DFT (ωB97M-V with the def2-TZVPD basis set) results for C15H13MnN3O3S3 as an isolated structure.

XYZ file:
```
38
C15H13MnN3O3S3, DFT ωB97M-V with the def2-TZVPD basis set
Mn -0.32456 -1.24225 0.01966
S -0.45508 -3.66777 0.08195
S -0.39286 3.62810 0.01459
S -2.70786 1.76092 0.03081
O 1.66174 -0.91495 0.02316
O -2.36133 -1.41415 -0.05436
O 3.24101 3.03874 -0.20394
N -2.92049 -2.62279 -0.04073
N 1.18961 1.34446 -0.02815
N -0.16437 0.96427 0.01582
C -3.04138 3.47595 0.49287
C -4.27191 -2.64682 -0.09017
C -0.95972 1.96510 0.01770
C -2.15906 -3.74961 0.02058
C 2.01251 0.31815 -0.01282
C -4.23391 -5.01447 -0.02130
C 6.22796 1.02580 -0.04920
C 5.38051 2.11046 -0.12852
C 3.99529 1.93005 -0.11850
C 3.47093 0.62696 -0.02852
C -2.86799 -4.97039 0.02874
C 5.72237 -0.26853 0.04012
C 4.35485 -0.45157 0.04770
C -4.96479 -3.82170 -0.08254
C -2.03319 4.35311 -0.22172
H -4.06197 3.70132 0.18558
H 6.38904 -1.11762 0.10178
H -4.72055 -1.66688 -0.13501
H 7.29888 1.18827 -0.05776
H -2.27633 -5.87306 0.07664
H 2.29711 2.74874 -0.18378
H 5.76003 3.12096 -0.20023
H -4.74584 -5.96748 -0.01349
H -2.95993 3.58540 1.57383
H -2.25312 4.41381 -1.28701
H -6.04302 -3.80615 -0.12323
H 3.92874 -1.44329 0.11335
H -2.01132 5.35894 0.19608
```

Summary:
Spin multiplicity: 6
Highest occupied orbital energy (spin up / spin down) in eV: -7.905 / -7.906
Max |F| in eV/A: 0.5
Net charge: 0

***

# 4
DFT (ωB97M-V with the def2-TZVPD basis set) results for C15H13N3O4Sr as an isolated structure.

XYZ file:
```
36
C15H13N3O4Sr, DFT ωB97M-V with the def2-TZVPD basis set
Sr -0.43297 -1.40775 0.84159
O 0.06688 -4.92605 -0.32469
O 2.13238 4.01499 0.36452
O 1.55644 -0.10223 0.71049
O -1.99223 -4.32945 0.29581
N -2.88282 -0.44946 0.20165
N -0.60092 1.06605 0.08060
N 0.51562 1.83776 0.02240
C 2.92464 1.76191 0.20447
C -4.19450 1.52362 -0.10363
C -4.00253 -1.17224 0.17345
C 5.52489 2.75419 -0.10944
C 1.58522 1.11490 0.33302
C 3.15898 3.14403 0.19527
C -2.96668 0.88324 0.03774
C 4.02122 0.90942 0.07457
C -0.47309 -6.21220 -0.64691
C 5.30939 1.38384 -0.08821
C -5.35210 0.76553 -0.12147
C -0.81795 -3.99769 0.15775
C -1.72840 1.66281 0.01996
C -5.25860 -0.61196 0.00763
C 4.45855 3.62164 0.03617
H -3.87668 -2.24495 0.28628
H -1.24473 -6.13301 -1.41290
H -1.79471 2.74701 -0.05101
H 6.13500 0.69410 -0.19726
H -6.31651 1.24191 -0.23966
H 0.35570 -6.81115 -1.01625
H -0.91388 -6.68471 0.23097
H 3.82703 -0.15347 0.10111
H -4.22592 2.59935 -0.21126
H 6.52395 3.15149 -0.23427
H -6.13360 -1.24518 -0.01263
H 2.48777 4.90977 0.36240
H 4.62514 4.69395 0.03172
```

Summary:
Highest occupied orbital energy in eV: -7.253
Max |F| in eV/A: 0.7
Net charge: 0

***

# 5
DFT (ωB97M-V with the def2-TZVPD basis set) results for C15H13N4NiO4 as an isolated structure.

XYZ file:
```
37
C15H13N4NiO4, DFT ωB97M-V with the def2-TZVPD basis set
Ni -0.58736 -0.15490 -1.16432
O -1.59314 1.53106 -1.43937
O -1.94122 -1.59069 -1.07659
O -2.47104 2.83637 -3.05807
O 1.35770 0.44713 -1.00524
N 0.91981 0.21486 1.26179
N -0.25436 -0.34976 0.79333
N -0.61607 -0.11898 -3.28076
N -1.08859 1.15867 -3.63823
C 4.57576 2.03516 2.16776
C -2.64218 -1.89301 -0.02765
C 5.49674 2.24836 1.14861
C -4.26822 -2.65505 2.18659
C -3.82482 -2.66059 -0.18564
C 3.91175 1.38820 -0.44424
C -1.07687 -0.81624 1.64695
C -2.29307 -1.52884 1.30844
C 2.99059 1.16419 0.57466
C -3.11644 -1.92365 2.37245
C 1.65187 0.58006 0.23641
C 5.16129 1.92307 -0.15926
C 3.33048 1.49433 1.88357
C -1.79749 1.90120 -2.63816
C -4.61333 -3.02380 0.88064
H 0.30733 -0.26836 -3.66596
H 4.83228 2.29539 3.18781
H -1.52871 1.22198 -4.54316
H -5.51490 -3.60110 0.70690
H -4.09015 -2.94100 -1.19854
H -1.24553 -0.86523 -3.56061
H 5.87381 2.09197 -0.95827
H 2.60306 1.31828 2.66435
H -2.82038 -1.63459 3.37646
H 3.61855 1.14253 -1.45638
H -0.82903 -0.69866 2.70340
H -4.88711 -2.93934 3.02778
H 6.46897 2.67099 1.37253
```

Summary:
Spin multiplicity: 3
Highest occupied orbital energy (spin up / spin down) in eV: -4.463 / -4.593
Max |F| in eV/A: 0.3
Net charge: -1

***

# 6
DFT (ωB97M-V with the def2-TZVPD basis set) results for C15H13NO7S as an isolated structure at a distorted geometry.

XYZ file:
```
37
C15H13NO7S, DFT ωB97M-V with the def2-TZVPD basis set
S -1.00910 -1.77184 1.50611
O -1.06418 -2.06100 2.85353
O -1.66252 -2.62594 0.42433
O 4.63657 -0.04348 2.73036
O 2.82549 1.46558 2.51430
O 4.41626 -0.87046 -0.45804
O -3.94641 1.86291 -3.17735
O -4.86464 2.50433 -1.34738
N -1.87913 -0.42357 1.26386
C -3.43766 0.75138 0.10085
C -5.12726 2.40914 -2.56443
C 2.53255 -1.92321 -0.53620
C 1.27238 -2.08249 -0.09471
C 3.44459 0.23452 2.43294
C -2.21188 0.31249 -2.11236
C -1.69705 -0.26472 -1.17432
C 1.42624 -0.79678 1.60617
C 5.25069 0.24042 0.02570
C -3.86559 1.59304 -0.84665
C -2.30619 0.20579 0.22215
C 2.69656 -0.41951 1.25225
C 0.63949 -1.68784 0.84875
C 3.31458 -1.06565 -0.06298
C -3.38060 1.11291 -2.13821
H -2.14604 0.01024 2.04010
H 2.77733 -2.59908 -1.24978
H -0.96171 -0.87810 -1.11575
H 3.19093 1.85155 3.48719
H -3.91785 1.31784 1.08517
H 0.97407 -0.29936 2.40332
H -1.79049 -0.06932 -3.36337
H 0.59929 -2.93785 -0.72059
H -6.04416 2.26686 -2.95115
H 4.61923 1.14843 0.01281
H -4.96563 3.48888 -2.86123
H 5.63347 -0.08766 0.90940
H 6.02836 0.13155 -0.94479
```

Summary:
Highest occupied orbital energy in eV: -7.496
Max |F| in eV/A: 15.1
Net charge: 0

***

Going through the records in order, we get ΔE to the lowest compared entry with this formula, charge and spin values of 0.000, 0.488, 0.000, 0.462, 0.000, 14.415 eV.